This record from the Open Molecules 2025 dataset describes a structure of composition C49H37IO9S in a non-equilibrium geometry. The level of theory is ωB97M-V with the def2-TZVPD basis set.

Element x y z (Å)
C: 1.1864 -2.8870 -0.1270
C: 0.9191 -1.3799 -0.2556
I: 0.6684 -0.4118 1.6553
C: -0.2214 -0.9964 -1.1991
C: -1.5334 -1.7685 -1.0650
C: -2.7814 -0.9564 -1.4326
C: -4.0355 -1.5525 -0.7688
C: -3.9327 -3.0751 -0.6940
S: -2.6393 -3.5246 0.4420
O: -3.1241 -3.4738 1.7852
O: -1.9469 -4.6799 -0.0529
O: -1.6873 -2.2600 0.2927
H: 0.4641 -3.4733 -0.7032
H: 1.1324 -3.2404 0.9030
H: 2.1898 -3.1164 -0.4974
H: 1.8139 -0.8761 -0.6181
H: -0.4091 0.0794 -1.1176
H: 0.1379 -1.1813 -2.2216
H: -1.4702 -2.6499 -1.7148
H: -2.6638 0.0859 -1.1181
H: -2.8770 -0.9598 -2.5260
H: -4.1342 -1.1639 0.2490
H: -4.9326 -1.2666 -1.3238
H: -4.8269 -3.5558 -0.2871
H: -3.6970 -3.5237 -1.6618
C: -3.2378 6.3555 -0.4993
C: -3.3603 7.5140 0.2658
C: -2.7407 7.6077 1.5045
C: -1.9935 6.5397 1.9906
C: -1.8730 5.3873 1.2199
C: -2.4911 5.2964 -0.0150
C: -1.1131 4.2008 1.6931
O: -1.0126 3.2079 1.0013
C: -0.4945 4.2774 3.0385
C: 0.1873 3.1650 3.5053
C: 0.7594 3.1847 4.7654
C: 0.6595 4.3291 5.5525
C: -0.0133 5.4482 5.0824
C: -0.5989 5.4272 3.8216
C: -1.3397 6.6326 3.3337
O: -1.4115 7.6433 3.9980
H: -3.7235 6.2843 -1.4642
H: -3.9460 8.3453 -0.1048
H: -2.8298 8.4992 2.1107
H: -2.3687 4.3823 -0.5762
H: 0.2531 2.3142 2.8402
H: 1.2926 2.3169 5.1320
H: 1.1127 4.3487 6.5352
H: -0.0987 6.3450 5.6813
C: -2.1451 3.1763 -3.1290
C: -2.2303 2.1367 -2.2081
C: -2.5660 0.8644 -2.6369
C: -2.8164 0.6216 -3.9808
C: -2.7323 1.6660 -4.9029
C: -2.3908 2.9440 -4.4725
C: -3.0078 1.4378 -6.3508
O: -2.9251 2.3385 -7.1572
C: -3.3932 0.0571 -6.7690
C: -3.6871 -0.1794 -8.1065
C: -4.0400 -1.4522 -8.5227
C: -4.0980 -2.4963 -7.6061
C: -3.8064 -2.2669 -6.2721
C: -3.4557 -0.9903 -5.8478
C: -3.1566 -0.7666 -4.4049
O: -3.1885 -1.6793 -3.6037
H: -1.8646 4.1681 -2.7967
H: -2.0250 2.3137 -1.1584
H: -2.6310 0.0387 -1.9404
H: -2.3237 3.7391 -5.2029
H: -3.6326 0.6450 -8.8048
H: -4.2705 -1.6336 -9.5645
H: -4.3715 -3.4905 -7.9349
H: -3.8463 -3.0654 -5.5436
C: 9.5248 -2.3779 3.5609
C: 9.7080 -3.7161 3.2289
C: 8.6134 -4.5480 3.0653
C: 7.3284 -4.0462 3.2368
C: 7.1449 -2.7051 3.5754
C: 8.2472 -1.8731 3.7339
C: 5.7794 -2.1388 3.7815
O: 5.6213 -0.9705 4.0646
C: 4.6203 -3.0649 3.6317
C: 3.3380 -2.5735 3.8439
C: 2.2443 -3.4114 3.7049
C: 2.4250 -4.7427 3.3460
C: 3.7009 -5.2380 3.1311
C: 4.8029 -4.4029 3.2749
C: 6.1656 -4.9624 3.0445
O: 6.3263 -6.1178 2.7138
H: 10.3822 -1.7290 3.6854
H: 10.7079 -4.1090 3.0976
H: 8.7338 -5.5906 2.8032
H: 8.0828 -0.8360 3.9937
H: 3.2154 -1.5314 4.1061
H: 1.2456 -3.0242 3.8601
H: 1.5664 -5.3917 3.2284
H: 3.8630 -6.2699 2.8498

Highest occupied orbital energy in eV: -8.17
Total charge: 0
Relative energy (zero: lowest compared OMol25 entry of this formula, charge and spin) in kJ/mol: 728.4
HOMO-LUMO gap in eV: 6.675
LUMO energy in eV: -1.50
Spin multiplicity: 1